# C25H56NO11P2S

A 3-piece molecular cluster, C25H56NO11P2S overall at a distorted geometry (ωB97M-V/def2-TZVPD, the OMol25 dataset).

Values from the calculation:
Strongest force on any atom: 0.1733 Eh/bohr
Charge: -1
LUMO level: 0.169 eV
Multiplicity: 1
Highest occupied orbital energy: -0.1649 Ha
Orbital gap: 0.1711 hartree

Element x y z (Å)
C: 0.24007 1.08719 -2.15784
O: 0.30563 2.50863 -1.96859
C: -0.25468 3.20648 -3.08781
C: -1.77669 3.45681 -2.74759
C: -1.86699 4.68551 -1.75998
C: -3.27052 4.63258 -1.00454
C: -4.23329 5.81379 -1.37205
C: -5.74324 5.39579 -1.17374
C: -6.45672 4.92910 -2.48481
C: -5.77444 3.72428 -3.23117
C: -6.39541 2.32132 -2.87088
C: -6.36519 2.03559 -1.30877
C: -6.48587 0.52762 -0.95197
N: -5.40795 -0.34591 -1.50382
S: -3.86174 0.42180 -1.59187
C: -6.67353 0.38132 0.60284
O: -7.73488 -0.05793 1.05982
O: -5.66614 0.74885 1.31062
H: 0.61334 0.87265 -3.19361
H: -0.81958 0.75344 -2.05763
H: 0.93216 0.55177 -1.46735
H: -0.14601 2.65887 -4.05327
H: 0.26748 4.19273 -3.14223
H: -2.38222 3.68471 -3.66372
H: -2.20330 2.52521 -2.31577
H: -1.07344 4.50091 -0.99067
H: -1.69827 5.64789 -2.29168
H: -3.70644 3.63481 -1.26160
H: -3.10024 4.58753 0.10168
H: -4.03292 6.62590 -0.62257
H: -4.02825 6.26837 -2.37031
H: -5.82318 4.65175 -0.35202
H: -6.26989 6.31896 -0.81033
H: -7.53268 4.66420 -2.30563
H: -6.48097 5.78201 -3.21559
H: -5.98652 3.86510 -4.32725
H: -4.66721 3.73302 -3.13346
H: -5.91078 1.51694 -3.46488
H: -7.48676 2.39392 -3.12586
H: -7.29742 2.52229 -0.91315
H: -5.52791 2.55875 -0.79660
H: -7.44692 0.17404 -1.41745
H: -5.28505 -1.07659 -0.79318
H: -3.47378 0.78099 -0.31226
O: 3.54659 0.32251 0.40860
P: 3.57030 0.28507 1.92462
O: 3.56357 1.92800 2.12610
C: 2.31654 2.61016 1.99100
C: 1.33437 2.24141 3.08724
O: 5.20690 0.03011 1.99363
C: 5.91606 -0.56706 0.90819
C: 6.50222 0.50002 0.00142
O: 3.49593 0.19498 3.60859
C: 4.42028 -0.59216 4.37404
C: 5.64648 0.20196 4.78812
H: 1.88984 2.40160 1.00461
H: 2.53195 3.67866 2.04035
H: 1.04738 1.18672 3.02049
H: 0.42789 2.84322 3.01649
H: 1.77997 2.38815 4.07310
H: 5.28830 -1.26898 0.36157
H: 6.73010 -1.15461 1.34395
H: 5.76308 1.25087 -0.27702
H: 6.91311 0.05577 -0.90689
H: 7.30546 1.03141 0.52019
H: 4.68373 -1.50095 3.83063
H: 3.89485 -0.90778 5.27912
H: 6.11062 0.74158 3.96447
H: 6.39640 -0.46282 5.22142
H: 5.37843 0.96164 5.52669
O: 4.51066 -4.70088 0.56907
P: 3.06563 -5.00519 0.24703
O: 2.39042 -4.72626 1.72479
C: 2.19163 -3.37184 2.11547
C: 1.16046 -2.66733 1.25444
O: 3.24012 -6.64899 0.32582
C: 4.51798 -7.27040 0.20221
C: 5.12630 -7.52008 1.57023
O: 1.53224 -5.19654 -0.40708
C: 1.17267 -6.34075 -1.19771
C: 0.60565 -7.46820 -0.35382
H: 3.15070 -2.83821 2.08562
H: 1.85146 -3.38573 3.15225
H: 1.50786 -2.57916 0.22002
H: 0.95907 -1.66280 1.63090
H: 0.22432 -3.22702 1.22835
H: 5.18038 -6.69231 -0.44028
H: 4.35853 -8.22999 -0.29989
H: 5.09570 -6.63069 2.19912
H: 6.16176 -7.85351 1.48091
H: 4.55864 -8.29291 2.09617
H: 2.02199 -6.66561 -1.80029
H: 0.39888 -6.01273 -1.89560
H: 1.21966 -7.71200 0.51147
H: 0.49825 -8.37187 -0.95689
H: -0.37290 -7.19150 0.04556

Atomic forces in eV per Å
C 0.097 0.159 -0.623
O 0.571 -0.566 -0.643
C -1.306 0.464 0.559
C 0.721 1.005 -0.624
C -0.678 -1.597 0.847
C 0.678 0.016 -0.620
C -0.267 -0.398 1.235
C -0.118 1.008 -0.335
C 0.312 -0.225 -0.317
C -0.767 -0.362 -0.686
C -0.002 0.854 0.943
C -0.577 0.157 -0.644
C -1.437 0.613 -0.064
N 0.590 0.710 1.385
S 0.558 -0.131 0.018
C 1.724 0.538 1.370
O -0.600 -0.168 -0.678
O -0.570 -0.327 -1.355
H -0.419 -0.108 0.694
H 0.777 -0.131 -0.023
H -0.684 0.661 -0.165
H 0.175 0.193 0.685
H -0.285 -0.763 -0.102
H 0.542 -0.234 0.572
H 0.284 0.717 -0.116
H -0.432 0.490 -0.722
H -0.050 -0.618 0.370
H 0.070 0.938 0.231
H -0.241 0.243 -0.866
H -0.075 -0.515 -0.721
H -0.229 -0.604 0.502
H 0.093 0.374 -0.615
H 0.197 -0.806 -0.273
H 0.873 0.212 0.055
H 0.101 -0.490 0.759
H 0.301 -0.055 0.812
H -0.745 -0.035 0.113
H -0.327 0.472 0.424
H 0.906 -0.334 -0.146
H 0.773 -0.481 -0.065
H -0.392 -0.779 -0.387
H 0.802 0.150 0.307
H -0.146 0.028 -0.555
H -0.738 -0.287 -0.470
O -3.631 -2.675 0.614
P 6.873 5.675 -0.094
O -1.057 -0.127 0.234
C -0.208 0.165 -0.121
C 0.052 -0.096 0.122
O -0.540 -1.121 0.630
C 0.276 0.068 -0.214
C 0.126 0.213 0.096
O -1.428 -1.730 -1.392
C 0.027 -0.715 0.264
C 0.005 0.566 -0.001
H 0.011 0.047 -0.014
H 0.162 -0.073 -0.041
H -0.079 0.046 -0.024
H -0.004 -0.025 -0.073
H -0.013 0.036 -0.066
H -0.087 0.143 -0.027
H -0.094 0.059 0.152
H -0.140 -0.181 -0.045
H 0.000 -0.019 0.025
H -0.009 -0.081 -0.039
H 0.121 0.118 -0.002
H -0.185 0.036 -0.135
H -0.114 -0.253 -0.095
H -0.118 -0.049 0.064
H -0.032 -0.160 0.097
O -0.885 2.733 -2.962
P -0.694 -5.572 5.589
O -0.032 0.708 -0.790
C -0.151 0.343 0.198
C -0.008 -0.089 -0.183
O -0.252 0.347 -0.947
C 0.178 -0.215 0.216
C -0.114 -0.122 0.187
O 1.950 1.571 -0.812
C -0.041 -0.304 -0.724
C -0.196 0.101 0.524
H 0.048 -0.020 0.018
H 0.090 -0.166 -0.017
H 0.002 0.123 0.047
H 0.014 0.009 -0.004
H 0.048 0.049 0.094
H -0.023 0.141 0.149
H -0.186 0.063 0.017
H 0.079 0.120 -0.195
H -0.016 -0.009 -0.016
H 0.059 0.007 -0.068
H -0.021 -0.075 0.142
H 0.106 0.234 0.065
H 0.169 0.077 -0.227
H -0.058 0.100 -0.089
H -0.036 -0.011 -0.193